1.
Density functional theory data (ωB97M-V/def2-TZVPD) for the molecule C22H36N6O2.

The geometry in XYZ format:
```
66
Properties=species:S:1:pos:R:3:lowdin_charge:R:1
C -2.4435 -4.3701 2.8774 -0.12
C -2.8164 -3.2637 1.8984 -0.27
C -1.6417 -2.8774 1.0038 -0.23
C -2.0241 -1.7631 0.0355 -0.16
C -0.8890 -1.3271 -0.8206 -0.28
C 0.4100 -1.7896 -0.8964 0.00
N 1.0023 -1.0002 -1.8226 -0.13
C 2.3561 -0.9816 -2.3047 -0.07
C 3.3854 -1.4390 -1.2580 -0.30
C 4.8164 -1.1313 -1.7307 -0.11
C 5.1431 0.1544 -0.9771 -0.11
C 4.3876 -0.0581 0.3333 -0.27
C 4.0824 1.2408 1.0989 -0.26
C 3.1621 1.0016 2.3084 -0.10
C 2.1999 2.1866 2.2637 -0.11
C 2.1621 2.5072 0.7696 -0.28
C 1.1526 1.6208 0.0162 -0.09
N -0.2016 1.7800 0.4446 -0.12
C -1.1915 2.4850 -0.1428 0.00
C -2.3053 2.2357 0.6342 -0.30
C -3.7069 2.7118 0.4868 -0.16
C -4.2417 2.5158 -0.9343 -0.22
C -4.2224 1.0512 -1.3652 -0.28
C -4.8531 0.8632 -2.7392 -0.11
N -1.9214 1.4130 1.6326 0.06
N -0.6723 1.1466 1.5116 0.04
O 3.4641 2.2256 0.2842 -0.06
O 3.2000 -0.7516 -0.0307 -0.08
N 0.1225 -0.1180 -2.2848 0.03
N -1.0005 -0.3072 -1.7000 0.07
H -3.2929 -4.6293 3.5051 0.07
H -1.6273 -4.0487 3.5207 0.07
H -2.1269 -5.2641 2.3433 0.07
H -3.1434 -2.3821 2.4529 0.11
H -3.6513 -3.5954 1.2762 0.11
H -0.8135 -2.5369 1.6289 0.12
H -1.3072 -3.7551 0.4439 0.12
H -2.8474 -2.0855 -0.6085 0.12
H -2.3777 -0.8973 0.6015 0.09
H 0.9285 -2.5642 -0.3765 0.12
H 2.5605 0.0491 -2.6066 0.13
H 2.4417 -1.6290 -3.1859 0.14
H 3.2484 -2.5135 -1.0712 0.15
H 4.8728 -1.0197 -2.8110 0.12
H 5.4927 -1.9297 -1.4242 0.12
H 6.2084 0.3006 -0.8209 0.12
H 4.7292 1.0275 -1.4819 0.12
H 4.9728 -0.7041 1.0100 0.16
H 5.0536 1.6536 1.4087 0.16
H 2.6196 0.0672 2.1745 0.12
H 3.7244 0.9528 3.2377 0.12
H 2.6039 3.0353 2.8161 0.12
H 1.2143 1.9351 2.6496 0.10
H 1.9631 3.5642 0.5626 0.15
H 1.4443 0.5826 0.1881 0.11
H 1.2086 1.8424 -1.0522 0.13
H -1.0406 3.0560 -1.0329 0.13
H -4.3225 2.1607 1.2001 0.11
H -3.7565 3.7737 0.7482 0.11
H -3.6425 3.1038 -1.6327 0.11
H -5.2666 2.8941 -0.9754 0.11
H -3.1920 0.6926 -1.3956 0.07
H -4.7677 0.4549 -0.6296 0.11
H -4.8255 -0.1842 -3.0298 0.06
H -4.3102 1.4374 -3.4865 0.07
H -5.8905 1.1938 -2.7386 0.07
```

SMILES: CCCCc1cn(C[C@H]2CC[C@@H]([C@@H]3CC[C@H](Cn4cc(CCCC)nn4)O3)O2)nn1
LUMO level: 0.67 eV
HOMO-LUMO gap: 9.468 eV
HOMO energy: -8.799 eV

=====

2.
Density functional theory data (ωB97M-V/def2-TZVPD) for a structure of composition CH2BrClO.

The geometry in XYZ format:
```
6
Properties=species:S:1:pos:R:3:lowdin_spin:R:1
C -0.5805 0.7137 -0.9800 1.29
O 1.1057 -0.3820 0.9014 0.04
Cl -0.9198 2.2443 -0.8693 0.39
Br -1.8941 -0.5749 -0.6913 0.27
H 0.4026 -1.1271 0.2874 0.00
H 1.8862 -0.8740 1.3517 0.00
```

2S+1: 3
⟨S²⟩: 2.008
LUMO level (spin up / spin down): 0.70 / -1.46 eV
HOMO-LUMO gap (spin up / spin down): 8.724 / 9.647 eV
HOMO energy (spin up / spin down): -8.021 / -11.108 eV

=====

3.
Density functional theory data (ωB97M-V/def2-TZVPD) for a structure of composition C20H15N6STc.

The geometry in XYZ format:
```
43
Properties=species:S:1:pos:R:3:lowdin_spin:R:1
Tc -0.1455 0.3287 2.0745 2.28
N 0.8439 -3.0259 -0.1186 0.01
C 1.4062 -1.8652 0.1964 0.02
S 1.4440 -1.4448 1.9066 0.07
N 1.9479 -1.1125 -0.7547 0.00
C 2.5342 0.1960 -0.6842 0.00
C 3.3898 0.5920 0.3317 0.00
C 3.8951 1.8860 0.3070 0.00
C 3.5707 2.7582 -0.7201 0.00
C 2.7468 2.3333 -1.7530 0.00
C 2.2258 1.0492 -1.7377 0.00
H 0.3981 -3.5704 0.6017 0.00
H 0.8082 -3.3728 -1.0652 0.00
H 1.7844 -1.4241 -1.7076 0.00
H 3.6883 -0.0878 1.1115 0.00
H 4.5649 2.2012 1.0941 0.00
H 3.9764 3.7587 -0.7276 0.00
H 2.5058 2.9984 -2.5691 0.00
H 1.5737 0.7165 -2.5328 0.00
N -0.2238 2.2337 2.1237 0.06
C -0.2461 3.4288 2.1467 0.06
N -0.2532 4.6367 2.2694 0.09
C -0.1799 5.7570 1.6025 0.01
N -0.0981 6.7582 1.0458 0.04
C -3.3536 -3.6553 -0.3879 -0.01
C -2.8320 -3.4516 0.9054 0.02
C -2.1206 -2.3207 1.2055 0.00
C -1.8879 -1.3331 0.2211 0.02
C -1.1218 -0.1366 0.4319 -0.03
C -0.9220 0.7884 -0.5786 0.10
C -1.4502 0.5532 -1.8646 -0.01
C -2.1729 -0.5831 -2.1010 0.10
C -2.4062 -1.5426 -1.0809 0.00
C -3.1461 -2.7179 -1.3578 0.02
H -3.9264 -4.5436 -0.6025 0.00
H -3.0113 -4.1870 1.6749 0.00
H -1.7569 -2.1853 2.2148 0.00
H -0.3691 1.7051 -0.4032 0.00
H -1.2989 1.2851 -2.6445 0.00
H -2.5998 -0.7638 -3.0794 0.00
H -3.5488 -2.8536 -2.3517 0.00
N -2.5464 0.0497 4.0564 0.16
C -1.6866 0.1636 3.3013 -0.01
```

2S+1: 4
⟨S²⟩: 3.815
LUMO level (spin up / spin down): -4.66 / -5.72 eV
HOMO-LUMO gap (spin up / spin down): 7.144 / 6.444 eV
Net charge: +1
HOMO energy (spin up / spin down): -11.801 / -12.160 eV

=====

4.
Density functional theory data (ωB97M-V/def2-TZVPD) for the molecule F2HNOS.

The geometry in XYZ format:
```
6
Properties=species:S:1:pos:R:3:lowdin_charge:R:1
N 1.1844 -0.5934 0.0776 -0.10
S -0.2470 -0.2382 0.0885 0.75
O -1.4119 -1.0209 0.0296 -0.22
F -0.5449 0.8571 -1.1008 -0.20
F -0.5120 0.8679 1.2979 -0.20
H 1.5313 0.1273 -0.3928 -0.03
```

SMILES: N=S(=O)(F)F
LUMO level: 0.34 eV
HOMO-LUMO gap: 12.601 eV
HOMO energy: -12.265 eV

=====

For reference, ΔE to the lowest compared entry with this formula, charge and spin by record: 1.0; 9.4; 1.9; 10.1 kcal per mole.
For reference, total energy by record: -36433.0175; -85676.6599; -42949.2931; -19821.9682 eV.